Entry from the OMol25 dataset: a cluster of 2 separate species, CHO2 in total (ωB97M-V/def2-TZVPD).

Geometry as XYZ:
```
4
Properties=species:S:1:pos:R:3:lowdin_charge:R:1
O 0.39803 2.17137 -0.04092 -0.02
C 0.94526 1.18219 -0.01736 -0.05
O -0.96006 -1.29252 0.03038 -0.69
H -0.38323 -2.06104 0.02790 -0.24
```

Its LUMO energy is 4.30 eV. As for the HOMO-LUMO gap: 6.32 eV. Its total charge is -1. The HOMO energy is -2.0 eV.

Entry from the OMol25 dataset: a structure of composition CHO2S2 (ωB97M-V/def2-TZVPD).

Geometry as XYZ:
```
6
Properties=species:S:1:pos:R:3:lowdin_charge:R:1
C -0.96641 -0.47389 0.06180 -1.20
O -0.19146 -1.32136 0.36118 -0.11
O 1.65027 0.65319 -0.43099 -0.58
S -2.55468 -0.23688 -0.07052 0.46
S 0.24000 1.46356 0.05723 0.52
H 1.82228 -0.08461 0.02129 -0.09
```

Its LUMO energy is 3.65 eV. As for the HOMO-LUMO gap: 7.09 eV. Its total charge is -1. The HOMO energy is -3.4 eV.

Entry from the OMol25 dataset: the ion CHO4S with charge -1 (ωB97M-V/def2-TZVPD).

Geometry as XYZ:
```
7
Properties=species:S:1:pos:R:3:lowdin_charge:R:1
C -0.68195 -0.47068 -1.05214 -0.58
O -0.79137 0.47164 -0.21103 -0.21
O -1.61519 -0.93620 -1.71098 -0.04
O 0.85292 1.79964 1.68299 -0.51
O 1.00366 -0.60778 1.48957 -0.48
S 0.91004 0.63344 0.75454 0.74
H 0.32189 -0.89006 -0.95296 0.08
```

Its LUMO energy is 3.92 eV. As for the HOMO-LUMO gap: 8.90 eV. Its total charge is -1. The HOMO energy is -5.0 eV.

Entry from the OMol25 dataset: a cluster of 2 separate species, CHPS3 in total (ωB97M-V/def2-TZVPD).

Geometry as XYZ:
```
6
Properties=species:S:1:pos:R:3:lowdin_charge:R:1
C -2.80622 0.71414 0.02121 -1.41
P 2.72599 -0.06741 0.15876 0.23
S 1.47659 -1.56916 0.00147 -0.05
S -1.91408 -0.50541 -0.22133 0.71
S -3.62048 2.04212 0.35838 0.66
H 4.13819 -0.61428 -0.31849 -0.14
```

Its LUMO energy is -1.81 eV. As for the HOMO-LUMO gap: 7.26 eV. The HOMO energy is -9.1 eV.

Entry from the OMol25 dataset: a cluster of 2 separate species, CIOS in total (ωB97M-V/def2-TZVPD).

Geometry as XYZ:
```
4
Properties=species:S:1:pos:R:3:lowdin_charge:R:1
C -0.43241 0.93984 0.50236 -0.89
O -1.19671 0.56715 1.27622 0.09
S 0.64814 1.37599 -0.54313 0.71
I 0.98098 -2.88299 -1.23544 -0.91
```

Its LUMO energy is 3.08 eV. As for the HOMO-LUMO gap: 6.37 eV. Its total charge is -1. The HOMO energy is -3.3 eV.

Entry from the OMol25 dataset: a cluster of 2 separate species, CN2O2 in total (ωB97M-V/def2-TZVPD).

Geometry as XYZ:
```
5
Properties=species:S:1:pos:R:3:lowdin_charge:R:1
C -1.37861 -0.85825 0.33672 -0.01
N 0.71688 1.26817 0.12444 0.25
N 1.13991 0.28416 -0.05093 -0.34
O 1.70687 -0.71594 -0.30223 0.07
O -1.93527 -0.00366 -0.15724 0.02
```

Its LUMO energy is 1.02 eV. As for the HOMO-LUMO gap: 13.20 eV. The HOMO energy is -12.2 eV.

Entry from the OMol25 dataset: a structure of composition CN2O2S (ωB97M-V/def2-TZVPD).

Geometry as XYZ:
```
6
Properties=species:S:1:pos:R:3:lowdin_charge:R:1
C 1.41572 -0.26666 -0.08314 -0.37
N 2.36106 0.34470 -0.00222 0.16
N 0.17465 -0.98898 -0.07113 -0.12
O -2.26301 -0.57475 -0.01430 -0.24
O -0.69475 1.45042 0.24622 -0.26
S -0.99367 0.03527 -0.07543 0.82
```

Its LUMO energy is -2.35 eV. As for the HOMO-LUMO gap: 9.48 eV. The HOMO energy is -11.8 eV.

Entry from the OMol25 dataset: an isolated molecule of CN2O3S (ωB97M-V/def2-TZVPD).

Geometry as XYZ:
```
7
Properties=species:S:1:pos:R:3:lowdin_charge:R:1
C 1.28494 -0.60133 0.06327 -0.40
N 1.97150 -1.42211 -0.31026 0.15
N -1.17189 -0.10823 0.12534 -0.50
O -1.56719 -1.04055 0.77503 0.07
O -1.54821 0.33569 -0.92675 0.07
O 0.53691 1.95808 -0.34838 -0.43
S 0.49394 0.87845 0.62174 1.03
```

Its LUMO energy is -1.41 eV. As for the HOMO-LUMO gap: 9.75 eV. The HOMO energy is -11.2 eV.

Entry from the OMol25 dataset: an isolated molecule of CN4O3S (ωB97M-V/def2-TZVPD).

Geometry as XYZ:
```
9
Properties=species:S:1:pos:R:3:lowdin_charge:R:1
N -2.65431 1.25044 0.89718 0.11
C -1.53186 1.43539 0.77062 -0.57
S 0.20781 1.60838 0.81986 0.99
N 0.68100 0.03009 0.25255 -0.36
N 1.47894 -0.63544 0.99468 -0.13
O 2.02354 -1.67190 0.57543 -0.03
N 0.05806 -0.56418 -1.17538 -0.34
O -0.17590 -1.67747 -1.06676 0.19
O -0.08729 0.22469 -2.06818 0.12
```

Its LUMO energy is -1.12 eV. As for the HOMO-LUMO gap: 9.20 eV. The HOMO energy is -10.3 eV. As for the SMILES: N#CSN(N=O)[N+](=O)[O-].

Entry from the OMol25 dataset: a cluster of 2 separate species, CN4O4 in total (ωB97M-V/def2-TZVPD).

Geometry as XYZ:
```
9
Properties=species:S:1:pos:R:3:lowdin_charge:R:1
N 2.43251 1.66739 0.55626 0.20
C 2.02237 0.83308 -0.07825 -0.36
O 1.70020 -0.19297 -0.80348 0.10
N 0.65373 -1.04954 -0.06194 -0.35
O 0.04828 -0.42506 0.71265 0.14
O 0.70038 -2.15387 -0.41125 0.22
N -1.86196 0.59932 -0.74643 0.24
N -2.67908 0.32022 -0.05138 -0.31
O -3.57455 0.10835 0.63236 0.13
```

Its LUMO energy is -0.72 eV. As for the HOMO-LUMO gap: 11.24 eV. The HOMO energy is -12.0 eV. As for the SMILES: N#CO[N+](=O)[O-].N#[N+][O-].

Entry from the OMol25 dataset: the ion CN5O3 with charge -1 (ωB97M-V/def2-TZVPD).

Geometry as XYZ:
```
9
Properties=species:S:1:pos:R:3:lowdin_charge:R:1
O 1.98482 -1.27259 -0.07242 0.04
N 1.59406 -0.14405 -0.00742 -0.48
O 2.28637 0.83121 0.02366 0.03
N 0.24895 0.00787 0.07498 0.03
N -0.06167 1.32145 0.01161 -0.05
N -1.28299 1.50420 -0.04055 -0.09
N -1.99301 0.35654 -0.03936 0.00
C -1.30692 -0.71594 0.02948 -0.51
O -1.46961 -1.88869 0.02002 0.04
```

Its LUMO energy is 4.23 eV. As for the HOMO-LUMO gap: 9.14 eV. Its total charge is -1. The HOMO energy is -4.9 eV. As for the SMILES: O=[N+]([O-])n1nnnc1[O-].

Entry from the OMol25 dataset: an isolated molecule of CN6 (ωB97M-V/def2-TZVPD).

Geometry as XYZ:
```
7
Properties=species:S:1:pos:R:3:lowdin_charge:R:1
C 0.28601 -0.00622 0.21306 -0.26
N 1.68026 -0.06473 2.14047 0.26
N -1.07268 0.96173 -0.00640 0.11
N 0.24893 -0.78282 -0.86502 0.00
N -1.44006 0.50512 -1.06341 -0.12
N -0.73924 -0.47411 -1.62641 0.00
N 1.03677 -0.13898 1.20770 0.01
```

Its LUMO energy (alpha / beta) is -1.38 / -4.08 eV. As for the HOMO-LUMO gap (alpha / beta): 6.57 / 6.97 eV. The spin multiplicity is 3. The HOMO energy (alpha / beta) is -7.9 / -11.1 eV.

Entry from the OMol25 dataset: the ion CNO3P with charge -2 (ωB97M-V/def2-TZVPD).

Geometry as XYZ:
```
6
Properties=species:S:1:pos:R:3:lowdin_charge:R:1
N 2.37537 0.12063 -0.28159 -0.07
C 1.25814 -0.07250 -0.02885 -0.34
P -0.66749 -0.00997 0.08616 0.02
O -1.10672 -1.20282 -0.77495 -0.53
O -0.84392 -0.25640 1.56534 -0.51
O -1.01537 1.42106 -0.56611 -0.57
```

Its LUMO energy is 7.84 eV. As for the HOMO-LUMO gap: 7.39 eV. Its total charge is -2. The HOMO energy is 0.5 eV. As for the SMILES: N#CP(=O)([O-])[O-].

Entry from the OMol25 dataset: a structure of composition CNO5S3 (ωB97M-V/def2-TZVPD).

Geometry as XYZ:
```
10
Properties=species:S:1:pos:R:3:lowdin_charge:R:1
C 2.40561 -0.74264 -0.24238 -0.75
N 3.46967 -0.56585 -0.64909 0.08
O -0.99383 0.87684 1.00473 -0.48
O -3.50054 -0.39633 0.34769 -0.43
O 1.16905 1.70611 0.79641 -0.33
O -0.16252 0.97054 -1.23105 -0.39
O -1.35738 -1.32682 -0.33719 -0.60
S 0.92682 -1.18159 0.35823 0.86
S -2.19428 -0.15098 -0.19735 0.77
S 0.23739 0.81072 0.15001 0.27
```

Its LUMO energy is 3.22 eV. As for the HOMO-LUMO gap: 9.03 eV. Its total charge is -1. The HOMO energy is -5.8 eV.

Entry from the OMol25 dataset: a structure of composition CNa10O3 (ωB97M-V/def2-TZVPD).

Geometry as XYZ:
```
14
Properties=species:S:1:pos:R:3:lowdin_charge:R:1
Na -1.64302 -0.49282 -3.89820 0.95
Na 1.11769 4.56324 -0.46375 0.96
Na 3.00824 -2.32003 1.05916 0.93
Na 0.47328 -2.28331 4.62266 0.98
Na 0.82505 -4.04986 -3.17784 0.98
Na 2.44226 0.89560 -3.86164 0.97
Na -2.79870 0.87347 2.89468 0.95
Na -2.49124 -2.71813 0.41556 0.94
Na 1.59612 2.44393 3.42007 0.96
Na -3.14963 3.31477 -1.28838 0.97
C 0.19139 -0.03212 0.06959 -1.18
O -0.13809 1.13618 -0.19252 -0.14
O 0.22206 -0.45114 1.23313 -0.14
O 0.34464 -0.87983 -0.83253 -0.15
```

Its LUMO energy is -22.39 eV. As for the HOMO-LUMO gap: 6.21 eV. Its total charge is +8. The HOMO energy is -28.6 eV.

Entry from the OMol25 dataset: a cluster of 2 separate species, CO4S in total (ωB97M-V/def2-TZVPD).

Geometry as XYZ:
```
6
Properties=species:S:1:pos:R:3:lowdin_charge:R:1
C 0.96660 0.69018 -0.94951 -0.57
O -0.27682 -0.06654 0.36386 -0.41
O 1.99910 0.45829 -0.49166 0.19
O -1.72775 -1.75573 1.32499 -0.39
O 0.19126 1.12748 -1.69378 0.18
S -1.15239 -0.45367 1.44610 1.00
```

Its LUMO energy is -1.91 eV. As for the HOMO-LUMO gap: 10.03 eV. The HOMO energy is -11.9 eV.

Entry from the OMol25 dataset: a cluster of 2 separate species, CO4S in total (ωB97M-V/def2-TZVPD).

Geometry as XYZ:
```
6
Properties=species:S:1:pos:R:3:lowdin_charge:R:1
C -0.99756 -1.03102 -0.07184 -0.52
O -1.97809 -0.71901 0.33847 0.28
O 1.42323 1.82544 -0.79225 -0.39
O 0.17754 0.67390 0.85754 -0.41
O 0.01244 -1.47711 -0.45179 0.11
S 1.36244 0.72781 0.11987 0.92
```

Its LUMO energy is -1.13 eV. As for the HOMO-LUMO gap: 11.06 eV. The HOMO energy is -12.2 eV.

Entry from the OMol25 dataset: a cluster of 2 separate species, CO4S in total (ωB97M-V/def2-TZVPD).

Geometry as XYZ:
```
6
Properties=species:S:1:pos:R:3:lowdin_charge:R:1
C 1.40140 -0.08027 0.02869 -0.52
O -0.57765 0.77692 0.52459 -0.43
O 1.04229 -0.90477 0.73857 0.18
O -1.88160 -0.75963 -0.84336 -0.41
O 1.88253 0.70482 -0.65037 0.22
S -1.86697 0.26292 0.20188 0.96
```

Its LUMO energy is -1.58 eV. As for the HOMO-LUMO gap: 10.55 eV. The HOMO energy is -12.1 eV.

Entry from the OMol25 dataset: a structure of composition CO5S2 (ωB97M-V/def2-TZVPD).

Geometry as XYZ:
```
8
Properties=species:S:1:pos:R:3:lowdin_charge:R:1
C -1.06532 -0.97442 -0.86989 -0.19
O -0.28522 -0.53691 -1.71172 -0.16
O 2.04455 -0.44586 -0.74103 -0.31
O -0.38597 -0.72017 0.36379 -0.42
O -1.14706 1.54003 1.28459 -0.36
O 1.10523 0.88242 1.21339 -0.55
S 0.88076 0.32577 -0.57817 1.05
S -0.22057 0.59296 1.81159 0.95
```

Its LUMO energy is -1.52 eV. As for the HOMO-LUMO gap: 8.20 eV. The HOMO energy is -9.7 eV.

Entry from the OMol25 dataset: a structure of composition Ca2F4HO5P2 (ωB97M-V/def2-TZVPD).

Geometry as XYZ:
```
14
Properties=species:S:1:pos:R:3:lowdin_charge:R:1
Ca 27.83994 8.38873 1.93953 1.62
Ca 24.85193 6.15129 1.85701 1.61
O 25.56697 8.20851 2.20775 -0.68
H 25.20065 8.99565 2.65579 0.01
O 27.57046 7.56673 4.08966 -0.46
P 26.58409 6.64898 4.75693 0.32
O 25.40993 6.04089 4.06758 -0.45
F 25.99485 7.38745 6.03627 -0.08
F 27.44863 5.32534 5.19969 -0.13
O 25.07576 6.86407 -0.32527 -0.48
P 25.79572 7.99526 -1.05838 0.38
O 26.88317 8.91508 -0.47055 -0.42
F 24.77928 9.17702 -1.51324 -0.13
F 26.41728 7.48708 -2.47120 -0.12
```

Its LUMO energy is -5.02 eV. As for the HOMO-LUMO gap: 9.30 eV. Its total charge is +1. The HOMO energy is -14.3 eV.

Energy relative to the best compared isomer or geometry (same formula, charge and spin) values, unit kJ/mol, following the record order: 212.5 121.7 0.0 52.0 10.0 385.4 306.0 105.0 101.9 25.7 87.7 86.9 17.3 0.0 840.1 80.6 53.9 42.6 295.6 0.0.